(1)
C18H17N3O2S2 in the gas phase in a non-equilibrium geometry. Source: the OMol25 dataset; level of theory: ωB97M-V/def2-TZVPD.

Structure (ORCA input):
```
! RIJCOSX wB97M-V def2-TZVPD def2/J DEFGRID3
* xyz 0 1
C -1.83020 -1.49639 -2.88329
H -1.06235 -2.25869 -2.96644
H -1.39537 -0.51346 -2.72247
H -2.45304 -1.48906 -3.77169
S -2.93956 -1.90163 -1.49987
C -1.74664 -2.06754 -0.17619
C -0.82756 -3.10087 -0.19803
C 0.08945 -3.23946 0.82876
C 0.07252 -2.34941 1.88937
C -0.84855 -1.31730 1.92732
C -1.76601 -1.16455 0.89348
N -2.69012 -0.12072 0.83892
C -2.75314 0.99116 1.60618
O -2.14040 1.18656 2.63022
C -3.69964 2.05482 1.04737
H -3.49914 3.00319 1.54589
H -4.73931 1.77077 1.21176
S -3.53347 2.26156 -0.76577
C -1.81432 2.07740 -0.87937
N -1.14605 1.55044 -1.85407
N 0.15119 1.56068 -1.47944
C 0.21273 2.08361 -0.30153
O -1.01555 2.45325 0.14356
C 1.40086 2.27424 0.56065
C 2.50848 1.33596 0.15971
C 3.73842 1.81850 -0.26086
C 4.74748 0.94269 -0.62381
C 4.53295 -0.42322 -0.57424
C 3.30574 -0.91101 -0.15728
C 2.30031 -0.03628 0.20955
H 1.34555 -0.42128 0.53600
H 3.12880 -1.97561 -0.11667
H 5.31934 -1.10576 -0.86039
H 5.70207 1.32958 -0.94857
H 3.91152 2.88418 -0.30565
H 1.09002 2.09551 1.59490
H 1.73283 3.31373 0.48548
H -3.28002 -0.17412 0.00725
H -0.86178 -0.62165 2.75022
H 0.78162 -2.45482 2.69638
H 0.80621 -4.04584 0.80399
H -0.83587 -3.79917 -1.02137
*
```

- gap between HOMO and LUMO (eV) = 9.1
- SMILES = CSc1ccccc1NC(=O)CSc1nnc(Cc2ccccc2)o1
- electronic energy (eV) = -49177.845
- energy relative to the best compared isomer or geometry (same formula, charge and spin) (kJ/mol) = 147.6



(2)
C18H17N3OS as an isolated structure in a non-equilibrium geometry. Source: the OMol25 dataset; level of theory: ωB97M-V/def2-TZVPD.

Structure (ORCA input):
```
! RIJCOSX wB97M-V def2-TZVPD def2/J DEFGRID3
* xyz 0 1
C -1.67388 -2.68735 -0.99743
N -1.55656 -1.63606 -0.11737
C -2.55891 -0.65799 0.06775
C -2.26552 0.11511 1.07074
C -1.00459 -0.37135 1.34050
C -0.72232 -1.38145 0.77207
C 0.55151 -2.08149 0.78182
O 0.84170 -2.89376 -0.22614
N 1.55465 -1.36462 1.30011
H 1.41192 -0.56116 1.82719
C 2.94908 -1.33419 1.08604
H 3.48076 -1.22525 1.86815
H 3.19814 -2.74979 0.65122
C 3.44353 -0.48451 -0.03642
C 2.70244 0.71996 -0.06622
C 2.95804 1.75059 1.00398
N 2.08848 2.58094 0.86828
C 1.03906 2.27580 0.03693
C -0.01745 3.03772 -0.47382
C -0.95674 2.30320 -1.18310
C -0.59584 1.01376 -1.91926
C 0.51488 0.51065 -1.31062
C 1.45495 1.17976 -0.49383
H 0.85407 -0.49152 -1.70419
H -1.20941 0.70105 -2.77532
H -1.78625 2.71212 -1.61029
H -0.40077 3.70474 -0.00784
H 2.10270 3.78222 1.27520
H 3.81009 1.88233 1.61689
H 3.18497 -1.06214 -0.95691
H 4.51549 -0.32462 -0.09878
H -0.48264 0.27337 2.12219
S -3.51851 1.36259 1.43271
C -4.58299 0.46322 0.18017
C -4.04425 -0.55248 -0.40904
H -4.46546 -0.84536 -1.14634
H -5.49863 1.02906 -0.14900
H -1.48181 -3.61822 -0.34213
H -2.73451 -2.69798 -1.51068
H -1.09943 -2.37691 -1.76721
*
```

- gap between HOMO and LUMO (eV) = 7.7
- electronic energy (eV) = -36282.236
- energy relative to the best compared isomer or geometry (same formula, charge and spin) (kJ/mol) = 1328.9



(3)
C18H17N5NaS as an isolated structure in a non-equilibrium geometry. Source: the OMol25 dataset; level of theory: ωB97M-V/def2-TZVPD.

Structure (ORCA input):
```
! RIJCOSX wB97M-V def2-TZVPD def2/J DEFGRID3
* xyz 1 1
Na 0.05608 0.16679 0.22050
N -0.83130 -1.79780 3.46021
C -1.36101 -2.99728 3.03448
C -1.77061 -4.07088 3.93601
C -2.21615 -5.28753 3.38599
C -2.34034 -5.44333 2.01031
C -1.97008 -4.42177 1.11411
C -2.00698 -4.57940 -0.26426
C -1.52991 -3.64647 -1.14922
C -1.08564 -2.44285 -0.57737
N -1.03392 -2.16343 0.71861
C -1.47610 -3.16795 1.56479
H -0.76257 -1.62916 4.51328
H -0.71584 -1.08480 2.71896
H -1.85822 -3.79429 5.01055
H -2.66032 -6.09056 4.00968
H -2.88878 -6.25602 1.57846
H -2.40918 -5.52174 -0.55354
H -1.54872 -3.80485 -2.22432
H -0.65498 -1.69366 -1.23501
C 0.90938 2.13196 -5.12581
N 1.29977 2.80238 -3.93603
C 1.84668 4.08045 -3.81049
C 1.87587 4.36642 -2.51639
N 1.49567 3.22383 -1.74592
C 1.09730 2.26823 -2.68772
S 0.27278 0.81565 -2.59030
C 1.46490 3.20770 -0.32003
C 1.96266 4.34490 0.32561
C 1.87779 4.38946 1.73789
C 1.41732 3.29598 2.47051
C 0.97672 2.20199 1.73564
N 0.93889 2.16124 0.40649
H 0.87833 2.80940 -5.92937
H 0.06747 1.44976 -4.82720
H 1.55374 1.34915 -5.64014
H 2.15100 4.62774 -4.69721
H 2.30328 5.19615 -1.96792
H 2.47929 5.14062 -0.21295
H 2.15351 5.28796 2.24936
H 1.40347 3.28955 3.57540
H 0.63873 1.28640 2.23436
*
```

- gap between HOMO and LUMO (eV) = 7.1
- electronic energy (eV) = -41639.168



(4)
C18H18AlCl4N2O3S as an isolated structure in a non-equilibrium geometry. Source: the OMol25 dataset; level of theory: ωB97M-V/def2-TZVPD.

Structure (ORCA input):
```
! RIJCOSX wB97M-V def2-TZVPD def2/J DEFGRID3
* xyz 1 1
Al -0.40368 -0.27025 0.08425
Cl 1.13872 -0.38154 1.72204
C -0.09183 -0.83418 3.01920
C -0.06690 -2.00966 3.71986
C -0.97021 -2.12199 4.76959
C -1.88554 -1.11102 5.00090
C -2.02480 -0.06629 4.09273
Cl -3.37156 0.99700 4.24164
C -1.18060 0.04227 2.98037
S -1.82616 0.69935 1.48571
H 0.70992 -2.74564 3.53997
H -0.94600 -2.98941 5.41384
H -2.56772 -1.16861 5.83741
Cl 3.78634 -6.03005 -0.60273
C 2.60166 -4.77359 -0.58163
C 1.54211 -4.82130 -1.46978
C 0.58173 -3.81911 -1.45877
Cl -0.73751 -3.86842 -2.56946
C 0.67867 -2.76142 -0.56902
O -0.24971 -1.79311 -0.57946
C 1.75609 -2.71817 0.34137
C 1.96304 -1.76919 1.42633
O 1.51683 0.96363 2.12567
C 2.71307 -3.73723 0.32718
H 1.45758 -5.63842 -2.17268
H 2.24357 -0.28705 0.57107
H 3.52514 -3.69290 1.03752
C -1.99507 0.46243 -2.58711
N -1.12665 1.61797 -2.80331
C -1.06120 2.11786 -4.17739
C -0.20630 1.91057 -1.87667
O 0.08233 1.03850 -0.97742
N 0.42924 3.07681 -1.83496
C -0.13542 4.31135 -2.37787
C 1.55031 3.24331 -0.90689
H -2.80265 0.50968 -3.31305
H -2.45934 0.50973 -1.59946
H -1.46436 -0.48416 -2.71618
H -1.01224 1.26287 -4.85193
H -0.16591 2.71220 -4.32453
H -1.93944 2.71338 -4.42448
H -1.17936 4.16984 -2.64041
H 0.42047 4.65920 -3.24812
H -0.08053 5.07377 -1.60206
H 2.14449 2.33586 -0.86377
H 1.19376 3.48086 0.09628
H 2.17251 4.05554 -1.27446
*
```

- gap between HOMO and LUMO (eV) = 7.5
- electronic energy (eV) = -95589.262
- energy relative to the best compared isomer or geometry (same formula, charge and spin) (kJ/mol) = 0.0



(5)
C18H18Br2ClO5PS in the gas phase in a non-equilibrium geometry. Source: the OMol25 dataset; level of theory: ωB97M-V/def2-TZVPD.

Structure (ORCA input):
```
! RIJCOSX wB97M-V def2-TZVPD def2/J DEFGRID3
* xyz 0 1
C 4.45644 0.54377 -0.71183
C 4.33725 0.09839 0.77241
Br 6.03239 0.07206 1.76961
C 3.15774 -0.22974 1.37604
Br 3.26628 -0.72679 3.28185
C 1.83536 -0.17507 0.60346
C 1.14857 1.13508 0.59290
P 1.92983 2.58983 1.49873
O 2.31140 3.70968 0.56408
C -0.12638 1.26537 -0.09881
C -0.70142 0.07104 -0.77111
C 0.00201 -1.22219 -0.72443
C -0.73562 -2.41515 -1.42991
C 1.31251 -1.36562 -0.04652
S 2.07932 -3.00628 -0.10939
C 3.84493 -3.06963 0.31347
O 1.94491 -3.67066 -1.41979
O 1.36749 -3.86890 0.85465
C -2.04651 0.28702 -1.49701
O -2.40978 -0.29101 -2.49552
C -3.02331 1.37895 -0.94040
C -4.55922 1.29830 -1.12795
C -5.29952 0.33382 -0.11962
C -4.68266 0.43862 1.32653
Cl -7.07147 0.83642 -0.05756
C -2.47422 2.45058 -0.30464
C -0.92907 2.59431 -0.13196
O -0.46655 3.69858 -0.02487
H 5.27581 0.03210 -1.27146
H 4.63382 1.65776 -0.70843
H 3.50121 0.39781 -1.28777
H 3.11182 2.20567 2.18421
H 0.98897 3.00611 2.49902
H -0.55628 -2.33031 -2.52671
H -1.81767 -2.31003 -1.14929
H -0.41310 -3.40365 -1.00736
H 4.37742 -2.30714 -0.31736
H 4.22960 -4.07728 0.02997
H 4.04037 -2.80969 1.38922
H -5.06605 2.30234 -1.08958
H -4.74892 0.90699 -2.16836
H -5.31420 -0.71248 -0.51873
H -3.76543 -0.20906 1.33004
H -5.44657 0.10623 2.07271
H -4.41674 1.51236 1.51517
H -3.11476 3.27145 0.08231
*
```

- gap between HOMO and LUMO (eV) = 8.1
- SMILES = C/C(Br)=C(/Br)c1c([PH2]=O)c2c(c(C)c1S(C)(=O)=O)C(=O)C(C[C@@H](C)Cl)=CC2=O
- electronic energy (eV) = -201922.844



(6)
A 2-piece molecular cluster, C18H18Cl2FN2 overall in a non-equilibrium geometry. Source: the OMol25 dataset; level of theory: ωB97M-V/def2-TZVPD.

Structure (ORCA input):
```
! RIJCOSX wB97M-V def2-TZVPD def2/J DEFGRID3
* xyz 1 1
Cl -1.21159 -3.36863 2.34704
C -0.82325 -4.77203 1.44632
N -0.24999 -4.54437 0.26066
F 1.48520 0.10348 0.89816
C 0.07286 -5.60554 -0.47130
Cl 0.82021 -5.25554 -1.96793
C -0.17652 -6.93348 -0.08008
C -0.80706 -7.16473 1.14775
C -1.11429 -6.05696 1.93987
H 0.13399 -7.71388 -0.75730
H -1.04605 -8.17494 1.47443
H -1.56868 -6.11843 2.91942
C -2.54402 1.73672 -2.28123
C -2.03991 0.29298 -2.39901
C -0.73580 0.19484 -1.60752
N -0.53209 1.54081 -1.04443
C 0.55792 1.86851 -0.38615
C 1.70111 0.91345 -0.23600
C 2.89196 1.83193 0.10176
C 2.22661 2.98400 0.78925
C 0.85716 3.04439 0.40186
C -0.00565 3.99836 0.95460
C 0.49705 4.82166 1.97069
C 1.82148 4.70668 2.41551
C 2.69220 3.77683 1.82557
C -1.63785 2.46091 -1.27732
H -2.47171 2.24841 -3.24389
H -3.57706 1.78134 -1.93870
H -2.75431 -0.41938 -1.97997
H -1.85210 0.01809 -3.43762
H -0.79768 -0.55843 -0.80134
H 0.11396 -0.10578 -2.24684
H 1.83666 0.22548 -1.08332
H 3.69376 1.38358 0.69531
H 3.32154 2.18185 -0.84679
H -1.05121 4.05465 0.63810
H -0.16849 5.54406 2.43940
H 2.18090 5.33629 3.23076
H 3.71790 3.64721 2.17940
H -1.28310 3.43399 -1.65046
H -2.17407 2.66164 -0.33866
*
```

- gap between HOMO and LUMO (eV) = 6.7
- electronic energy (eV) = -49694.647



Question: Among the records above, which one has the lowest electronic energy?
Answer: C18H18Br2ClO5PS